# 1
C5H4OS2 | wB97M-V/def2-TZVPD

Multiplicity: 1
Calculated total energy (a.u.): -1064.49404
Relative energy (zero: lowest compared OMol25 entry of this formula, charge and spin) (kcal/mol): 7.0
Kohn-Sham gap (eV): 7.40
SMILES: S=C1C=CO/C1=C/S

Last column: Mulliken charge in e.
Atoms and positions in Å:
S1 0.979 -0.378 -2.218  -0.1173
S2 1.171 -1.374 0.875  -0.3629
O1 -1.530 1.409 0.344  -0.3640
C1 -0.779 0.213 2.109  -0.5719
C2 -0.525 0.557 -0.132  0.0733
C3 -0.230 0.597 -1.444  -0.1331
C4 -0.014 -0.237 0.963  0.3138
C5 -1.635 1.151 1.661  -0.1448
H1 -0.684 -0.156 3.132  0.4122
H2 -2.370 1.739 2.171  0.4392
H3 -0.768 1.310 -2.089  0.3394
H4 0.763 0.167 -3.413  0.1160



# 2
C21H26N2O4 | wB97M-V/def2-TZVPD

Multiplicity: 1
Calculated total energy (a.u.): -1226.39178
Relative energy (zero: lowest compared OMol25 entry of this formula, charge and spin) (kcal/mol): 0.0
Kohn-Sham gap (eV): 9.20
SMILES: O=C(COC(=O)CNC(=O)[C@]12C[C@H]3C[C@H](C[C@H](C3)C1)C2)Nc1ccccc1

Last column: Mulliken charge in e.
Atoms and positions in Å:
O1 -0.808 -2.460 0.170  -0.5834
O2 -2.636 -1.639 -0.854  -0.3168
O3 0.883 1.423 -0.759  -0.6985
O4 -5.657 -2.439 0.889  -0.6572
N1 0.846 -0.777 -1.199  -0.1384
N2 -4.906 -0.533 -0.132  -0.0183
C1 4.902 -1.189 0.234  0.2188
C2 3.756 1.147 -1.090  -1.5225
C3 -5.963 0.374 0.021  0.7087
C4 -4.818 -1.815 0.281  0.5052
C5 -6.807 2.588 -0.397  -0.5461
C6 5.186 1.156 -0.558  0.4753
C7 5.759 -0.259 -0.623  -1.4968
C8 -3.493 -2.491 -0.096  -0.4132
C9 2.906 0.702 1.219  -1.7051
C10 2.886 0.211 -0.237  2.9948
C11 -5.798 1.650 -0.512  -0.5365
C12 3.464 -1.204 -0.295  -1.9702
C13 4.912 -0.704 1.682  -1.4906
C14 4.340 0.711 1.744  0.4640
C15 -0.555 -0.767 -1.523  -1.1309
C16 -7.987 2.263 0.251  -0.5131
C17 -8.150 0.995 0.782  -0.5422
C18 -1.320 -1.721 -0.625  0.7740
C19 -7.148 0.048 0.673  -0.3920
C20 1.450 0.349 -0.735  -0.8294
C21 5.193 1.647 0.888  -1.4209
H1 -8.775 2.996 0.340  0.3762
H2 3.331 2.151 -1.060  0.4691
H3 5.934 -0.710 2.067  0.5214
H4 2.478 1.705 1.262  0.4972
H5 4.793 2.661 0.937  0.4947
H6 -9.068 0.736 1.288  0.3693
H7 -4.106 -0.175 -0.640  0.0219
H8 5.771 -0.609 -1.658  0.4711
H9 2.872 -1.884 0.324  0.6348
H10 5.308 -2.206 0.186  0.2628
H11 -2.982 -2.810 0.820  0.3583
H12 6.788 -0.263 -0.257  0.5234
H13 6.216 1.669 1.269  0.5040
H14 -6.669 3.574 -0.813  0.3659
H15 -7.276 -0.938 1.086  0.4888
H16 4.316 -1.375 2.305  0.4750
H17 3.744 0.808 -2.129  0.5232
H18 3.465 -1.571 -1.324  0.5393
H19 -0.725 -1.057 -2.567  0.3489
H20 2.286 0.044 1.835  0.5307
H21 4.340 1.062 2.782  0.2644
H22 -4.877 1.905 -1.017  0.3462
H23 -3.723 -3.386 -0.684  0.3089
H24 1.242 -1.680 -0.992  0.3330
H25 -0.915 0.259 -1.384  0.4854
H26 5.795 1.826 -1.175  0.2674



# 3
C6H11N | wB97M-V/def2-TZVPD

Multiplicity: 1
Calculated total energy (a.u.): -289.89392
Relative energy (zero: lowest compared OMol25 entry of this formula, charge and spin) (kcal/mol): 48.8
Kohn-Sham gap (eV): 9.65
SMILES: CC=C=N.C=CC

Last column: Mulliken charge in e.
Atoms and positions in Å:
N1 -0.129 0.754 1.846  -0.6303
C1 -3.066 0.083 -1.043  -0.9645
C2 0.905 0.151 1.560  0.4566
C3 -1.623 0.489 -1.136  -0.1280
C4 3.240 0.121 0.669  -1.0412
C5 -0.605 -0.346 -1.334  -0.7064
C6 2.028 -0.487 1.327  -0.3640
H1 2.075 -1.520 1.663  0.3248
H2 4.061 0.229 1.387  0.3386
H3 -3.643 0.525 -1.863  0.2921
H4 0.422 0.006 -1.394  0.3233
H5 -3.177 -1.004 -1.090  0.2957
H6 -0.832 0.671 1.106  0.3491
H7 -0.761 -1.418 -1.439  0.2049
H8 3.022 1.112 0.259  0.3067
H9 -1.417 1.557 -1.040  0.3990
H10 -3.519 0.436 -0.108  0.2593
H11 3.600 -0.513 -0.150  0.2844



# 4
C33H51BrN8O4Rb | wB97M-V/def2-TZVPD

Multiplicity: 1
Calculated total energy (a.u.): -4624.96322
Net charge: +1
Relative energy (zero: lowest compared OMol25 entry of this formula, charge and spin) (kcal/mol): 0.0
Kohn-Sham gap (eV): 7.34

Last column: Mulliken charge in e.
Atoms and positions in Å:
Rb1 -0.284 0.380 -0.741  0.6044
Br1 -2.416 -6.402 -1.589  -0.1544
O1 0.845 0.164 1.800  -0.6666
O2 0.678 2.008 -3.062  -0.2565
O3 -0.937 -2.375 -1.253  0.3394
O4 0.149 -0.826 -3.422  -0.1909
N1 2.633 4.184 -0.276  -0.5749
N2 -5.300 2.417 0.415  -0.1324
N3 2.787 1.594 0.901  0.4496
N4 2.164 -1.202 -0.167  -0.1705
N5 -3.023 1.795 -0.570  0.5293
N6 0.466 3.119 1.697  -0.1641
N7 2.245 -6.061 2.309  -0.4097
N8 2.632 -5.034 2.874  -0.4875
C1 -1.503 -2.408 -2.549  -0.2994
C2 -3.321 3.213 -0.825  -0.7850
C3 3.336 -3.144 -0.931  -1.1139
C4 2.370 -3.146 1.274  0.7860
C5 2.091 -3.741 2.530  -0.1533
C6 -0.965 -6.270 -0.374  0.0732
C7 -1.874 -2.662 -0.233  -0.2639
C8 -4.084 0.979 -1.180  -0.0300
C9 -0.265 3.041 -2.833  -0.5225
C10 3.120 -3.781 0.255  -0.5868
C11 3.215 4.628 1.007  0.1279
C12 1.354 -6.565 0.111  -0.2247
C13 -3.032 1.572 0.885  0.2984
C14 1.421 3.715 2.649  0.2059
C15 0.991 -1.709 3.246  -0.7018
C16 4.181 3.554 1.518  -1.2944
C17 1.223 -1.071 2.038  -0.1240
C18 2.815 -1.847 -1.103  -0.5198
C19 0.300 -6.653 -0.785  -0.6439
C20 -4.430 1.910 1.472  -0.9294
C21 1.450 -3.012 3.494  -0.5967
C22 1.146 -6.044 1.380  0.1803
C23 -0.453 0.170 -4.229  -0.2699
C24 1.932 -1.823 1.024  0.7064
C25 -0.399 -2.133 -3.544  -0.8540
C26 2.440 2.669 3.101  -1.3396
C27 0.499 1.345 -4.306  -0.6927
C28 -5.469 1.385 -0.605  -0.9473
C29 3.462 2.308 2.029  0.1178
C30 2.126 4.930 2.041  -1.5903
C31 -4.684 3.596 -0.189  -0.8844
C32 -0.131 -5.685 1.790  -0.1443
C33 -1.197 -5.813 0.913  -0.5253
H1 0.138 2.227 2.063  -0.0701
H2 2.953 -1.326 -2.046  0.4716
H3 1.963 0.945 1.257  -0.6119
H4 -0.768 -2.299 -4.561  0.4867
H5 -1.428 0.478 -3.822  0.0443
H6 3.788 5.551 0.869  0.3398
H7 2.402 2.318 0.269  0.4308
H8 -5.368 4.000 -0.936  0.3033
H9 3.533 -4.766 0.430  0.7737
H10 1.385 5.606 1.603  0.4422
H11 -3.333 3.368 -1.906  0.5697
H12 -0.298 3.733 -3.679  0.4403
H13 0.903 4.062 3.551  0.5152
H14 -4.357 2.666 2.255  0.3764
H15 -2.358 -3.627 -0.396  0.2112
H16 0.148 2.053 -5.064  0.4246
H17 4.892 3.291 0.729  0.4048
H18 -4.043 1.122 -2.263  0.5370
H19 -2.199 -5.564 1.232  0.5417
H20 4.767 3.966 2.342  0.4862
H21 -1.941 -3.393 -2.750  0.3096
H22 2.596 5.485 2.857  0.4521
H23 0.469 -1.165 4.022  0.5511
H24 -2.502 3.812 -0.416  0.2935
H25 -4.898 1.028 1.910  0.2945
H26 2.341 -6.907 -0.173  0.4198
H27 3.304 4.312 -1.026  0.2490
H28 -1.327 -2.687 0.710  0.1785
H29 1.293 -3.457 4.469  0.4819
H30 0.457 -7.039 -1.782  0.4670
H31 2.992 3.074 3.952  0.5953
H32 -2.765 0.529 1.083  0.3492
H33 3.432 1.012 0.372  0.4830
H34 -2.654 -1.890 -0.183  -0.1739
H35 -0.623 -0.211 -5.243  0.4643
H36 -6.122 1.778 -1.386  0.2807
H37 4.184 1.611 2.455  0.4256
H38 1.822 4.744 -0.506  0.2037
H39 0.060 3.585 -1.946  -0.1107
H40 -2.307 -1.659 -2.636  0.0516
H41 -5.975 0.531 -0.152  0.3682
H42 -2.253 2.198 1.328  -0.3870
H43 -0.338 3.729 1.606  0.2786
H44 -3.867 -0.073 -0.976  -0.2483
H45 1.480 0.976 -4.606  0.3267
H46 -0.295 -5.333 2.799  0.5045
H47 -1.269 2.647 -2.647  0.2706
H48 0.421 -2.827 -3.355  0.2792
H49 -4.562 4.353 0.588  0.3023
H50 1.925 1.770 3.443  0.2946
H51 3.903 -3.610 -1.724  0.4538



# 5
C19H13N5O3Se3Te2Y | wB97M-V/def2-TZVPD

Multiplicity: 1
Calculated total energy (a.u.): -9010.31986
Net charge: -1
Relative energy (zero: lowest compared OMol25 entry of this formula, charge and spin) (kcal/mol): 8.7
Kohn-Sham gap (eV): 4.58

Last column: Mulliken charge in e.
Atoms and positions in Å:
Te1 -2.518 4.182 -2.241  -0.2277
Te2 -4.745 3.296 -0.926  -0.0993
Y1 -1.403 1.483 -0.873  1.0232
Se1 1.945 4.209 -0.926  0.3028
Se2 -3.882 1.576 0.699  -0.5656
Se3 -1.854 2.173 -3.605  -0.6059
O1 -0.644 2.737 0.839  -0.3428
O2 -3.145 -2.434 -2.773  -0.7344
O3 -1.918 -0.706 -1.271  -0.9431
N1 1.133 0.550 -1.545  -0.2721
N2 0.939 2.844 -1.403  -0.2900
N3 -0.480 -0.087 0.752  0.6118
N4 3.405 3.231 -0.669  -0.8346
N5 -0.725 -1.449 0.552  -0.9756
C1 1.743 3.798 3.319  -0.3561
C2 1.909 -0.474 -1.383  -0.2495
C3 3.297 -0.383 -1.011  -0.6465
C4 3.058 1.981 -0.908  0.7779
C5 -1.487 -1.645 -0.487  1.3990
C6 -3.023 -4.687 -2.170  -0.7178
C7 -2.681 -3.355 -1.914  0.4172
C8 0.752 3.843 2.365  -0.3193
C9 3.878 0.817 -0.771  -0.5273
C10 -2.584 -5.697 -1.340  -0.2667
C11 -1.456 -4.091 0.027  -0.3853
C12 -1.794 -5.405 -0.230  -0.7718
C13 -1.883 -3.047 -0.797  -0.0846
C14 0.803 1.424 2.196  0.4932
C15 0.332 0.138 1.719  -0.4013
C16 0.256 2.663 1.753  0.2125
C17 1.804 1.417 3.177  -0.7688
C18 2.293 2.580 3.733  -0.7401
C19 1.697 1.775 -1.315  0.7701
H1 -3.640 -4.891 -3.035  0.4272
H2 -1.454 -6.195 0.426  0.3800
H3 3.853 -1.305 -0.908  0.3982
H4 -2.861 -6.722 -1.556  0.3559
H5 2.097 4.724 3.760  0.3792
H6 0.718 -0.738 2.244  0.2841
H7 3.070 2.551 4.485  0.3941
H8 -0.851 -3.831 0.885  0.4356
H9 2.195 0.458 3.501  0.3420
H10 -2.825 -1.557 -2.451  0.3678
H11 1.459 -1.452 -1.515  0.4065
H12 4.910 0.918 -0.466  0.4552
H13 0.307 4.781 2.058  0.4928



Number 1: HOMO level -8.3 eV. Number 2: HOMO level -8.7 eV. Number 3: HOMO level -8.6 eV. Number 4: HOMO level -9.4 eV. Number 5: HOMO level -4.0 eV.